ORCA calculation (the ωB97M-V functional and the def2-TZVPD basis) on a molecular structure, C5H6O4Zn.

Structure (XYZ):
```
16
C5H6O4Zn | the Open Molecules 2025 dataset | the ωB97M-V functional and the def2-TZVPD basis
O 1.99 -0.15 -0.41
C 1.89 1.85 1.22
O 0.84 1.84 0.71
O -1.82 1.01 -1.02
C -2.57 0.11 -0.25
C -1.88 -1.24 -0.13
O -0.53 -0.94 0.26
C 0.52 -1.81 0.43
C 1.73 -1.39 0.01
Zn 0.01 0.66 -0.79
H -3.57 -0.07 -0.69
H -2.74 0.51 0.77
H -1.82 -1.74 -1.11
H -2.34 -1.90 0.62
H 0.33 -2.66 1.07
H 2.57 -2.09 0.08
```

Output
**Highest occupied orbital energy**: -0.291 Eh
**Energy relative to the best compared isomer or geometry (same formula, charge and spin)**: 0.0 kJ/mol
**Net charge**: 0

ORCA calculation (the ωB97M-V functional and the def2-TZVPD basis) on a single C8H9BF2O4 molecule.

Structure (XYZ):
```
24
C8H9BF2O4 | the Open Molecules 2025 dataset | the ωB97M-V functional and the def2-TZVPD basis
B 1.75 2.79 -0.14
C -0.72 1.53 0.33
C -1.20 0.24 0.34
C 0.53 1.96 0.15
C 1.60 -0.02 1.30
C -0.39 -0.90 -0.16
C 0.84 -1.18 0.76
C 2.97 -1.26 0.04
C -1.23 -2.16 -0.30
O 2.84 -0.15 0.85
O 1.83 -1.94 0.01
O 1.91 3.91 0.63
O 2.60 2.38 -1.11
F 3.98 -2.02 0.50
F 3.39 -0.89 -1.20
H -1.45 2.33 0.46
H -2.23 0.04 0.61
H 0.05 -0.65 -1.13
H 0.50 -1.80 1.59
H -1.75 -2.38 0.64
H -0.61 -3.01 -0.56
H -1.98 -2.02 -1.08
H 2.72 4.39 0.50
H 3.41 2.88 -1.21
```

Output
**Highest occupied orbital energy (alpha / beta)**: -0.286 / -0.292 Eh
**Energy relative to the best compared isomer or geometry (same formula, charge and spin)**: 403.4 kJ/mol
**Net charge**: 0

ORCA calculation (the ωB97M-V functional and the def2-TZVPD basis) on a molecular structure, C25H50BCuN2O8PSSb.

Structure (XYZ):
```
90
C25H50BCuN2O8PSSb | the Open Molecules 2025 dataset | the ωB97M-V functional and the def2-TZVPD basis
Cu 1.45 -0.82 1.31
O 3.58 -0.43 4.42
S 2.97 -1.21 3.36
O 3.22 -2.65 3.46
O 1.46 -0.96 3.28
O 3.42 -0.72 1.98
C 0.35 -1.08 -3.42
C 1.78 -1.00 -2.89
C 2.71 -1.84 -3.75
O 1.77 -1.53 -1.55
B 1.62 -0.47 -0.65
O 1.75 0.73 -1.34
C 2.26 0.46 -2.66
C 3.78 0.58 -2.58
C 1.70 1.48 -3.63
H 0.01 -2.11 -3.35
H 0.28 -0.75 -4.46
H -0.31 -0.46 -2.81
H 2.28 -2.85 -3.86
H 3.69 -1.94 -3.30
H 2.82 -1.41 -4.75
H 4.19 -0.14 -1.87
H 4.03 1.58 -2.23
H 4.24 0.43 -3.56
H 0.61 1.53 -3.56
H 1.98 1.24 -4.65
H 2.09 2.47 -3.38
C -3.57 5.66 0.50
C -2.45 5.67 -0.53
N -1.41 4.69 -0.25
C -1.37 3.48 -1.07
C -2.66 2.68 -1.00
C -0.42 5.07 0.61
O -0.44 6.16 1.16
C 0.68 4.08 0.87
C 1.92 4.25 0.26
C 2.91 3.32 0.52
C 2.63 2.26 1.38
N 1.46 2.12 1.98
C 0.51 3.01 1.73
H -4.31 6.42 0.27
H -3.16 5.87 1.49
H -4.07 4.69 0.54
H -1.99 6.65 -0.55
H -2.84 5.45 -1.53
H -0.54 2.86 -0.74
H -1.16 3.76 -2.11
H -2.87 2.38 0.03
H -2.56 1.77 -1.60
H -3.51 3.23 -1.38
H 2.09 5.08 -0.41
H 3.89 3.40 0.06
H 3.36 1.49 1.60
H -0.44 2.86 2.24
C -5.00 -3.30 1.42
C -4.30 -2.02 1.87
Sb -2.13 -2.28 1.92
C -1.92 -2.26 -0.25
C -2.94 -1.44 -1.03
C -1.72 -0.17 2.16
C -1.57 0.23 3.62
H -6.09 -3.19 1.40
H -4.77 -4.13 2.08
H -4.68 -3.59 0.41
H -4.62 -1.74 2.87
H -4.54 -1.18 1.21
H -1.91 -3.30 -0.59
H -0.91 -1.88 -0.40
H -3.95 -1.83 -0.93
H -2.70 -1.42 -2.09
H -2.95 -0.40 -0.68
H -2.54 0.37 1.67
H -0.81 0.06 1.60
H -2.42 -0.10 4.22
H -1.49 1.32 3.73
H -0.66 -0.21 4.04
C 1.47 -4.93 2.62
P 1.55 -4.09 1.04
C 3.27 -3.90 0.60
C 0.85 -5.22 -0.17
O 0.81 -2.80 1.03
H 1.95 -5.91 2.56
H 0.41 -5.06 2.88
H 1.96 -4.29 3.35
H 3.79 -4.86 0.59
H 3.72 -3.22 1.34
H 3.30 -3.44 -0.39
H 1.39 -6.17 -0.20
H 0.89 -4.74 -1.15
H -0.20 -5.41 0.08
```

Output
**Multiplicity**: 2
**Highest occupied orbital energy (alpha / beta)**: -0.183 / -0.203 Eh
**Energy relative to the best compared isomer or geometry (same formula, charge and spin)**: 112.7 kJ/mol
**Net charge**: -1
**<S²>**: 0.754

ORCA calculation (the ωB97M-V functional and the def2-TZVPD basis) on a molecular structure, C56H132F10N12O28S10.

Structure (XYZ):
```
248
C56H132F10N12O28S10 | the Open Molecules 2025 dataset | the ωB97M-V functional and the def2-TZVPD basis
C -12.67 -28.49 -3.17
C -12.09 -29.81 -2.68
C -12.80 -30.24 -1.38
C -12.35 -31.60 -0.96
C -12.66 -32.66 -1.99
C -12.12 -32.45 -3.44
N -12.40 -30.92 -3.66
O -13.03 -30.68 -4.58
C -12.81 -33.28 -4.53
C -10.65 -32.74 -3.62
C -10.63 -29.65 -2.68
H -12.67 -27.75 -2.41
H -13.74 -28.66 -3.35
H -12.25 -28.14 -4.05
H -13.84 -30.13 -1.55
H -12.49 -29.43 -0.64
H -12.86 -31.83 0.01
H -11.29 -31.67 -0.72
H -13.69 -32.84 -2.17
H -12.29 -33.65 -1.67
H -12.51 -33.02 -5.55
H -13.89 -33.24 -4.53
H -12.60 -34.34 -4.25
H -10.11 -32.00 -4.18
H -10.61 -33.73 -4.09
H -10.08 -32.91 -2.67
H -10.07 -30.48 -2.21
H -10.29 -28.75 -2.24
H -10.30 -29.59 -3.72
C -16.97 -29.41 -6.28
C -17.63 -28.51 -5.26
C -16.72 -27.45 -4.70
C -16.25 -26.32 -5.67
C -17.53 -25.59 -5.95
C -18.55 -26.37 -6.75
N -18.72 -27.72 -6.12
O -19.75 -28.20 -6.27
C -17.84 -26.71 -8.12
C -19.90 -25.63 -6.99
C -18.40 -29.33 -4.10
H -16.22 -30.08 -5.76
H -16.44 -29.02 -7.15
H -17.73 -30.07 -6.67
H -15.80 -27.89 -4.21
H -17.24 -26.87 -3.92
H -15.73 -26.67 -6.56
H -15.54 -25.70 -5.16
H -17.46 -24.73 -6.58
H -18.04 -25.13 -5.04
H -18.56 -26.99 -8.81
H -17.08 -27.51 -7.89
H -17.32 -25.79 -8.40
H -20.78 -25.79 -6.29
H -20.23 -26.01 -7.98
H -19.68 -24.53 -6.99
H -18.02 -29.06 -3.17
H -18.14 -30.35 -4.29
H -19.42 -29.08 -4.13
C -12.84 -21.53 -5.11
O -12.46 -22.79 -5.68
C -11.04 -22.89 -6.06
C -10.76 -24.35 -6.39
N -11.40 -25.21 -5.32
H -12.19 -24.67 -4.94
H -11.83 -26.06 -5.76
C -10.45 -25.71 -4.25
C -9.99 -24.51 -3.37
O -11.15 -23.81 -2.92
C -10.71 -22.96 -1.81
H -12.49 -20.65 -5.71
H -12.49 -21.37 -4.08
H -13.89 -21.70 -5.10
H -10.53 -22.58 -5.18
H -10.76 -22.20 -6.84
H -9.66 -24.61 -6.37
H -11.13 -24.62 -7.31
H -9.66 -26.26 -4.79
H -10.99 -26.37 -3.64
H -9.46 -23.81 -3.98
H -9.56 -25.01 -2.50
H -10.21 -23.54 -1.04
H -11.61 -22.48 -1.44
H -10.13 -22.16 -2.21
C -12.51 -41.40 0.61
C -13.80 -40.58 0.85
N -13.61 -39.14 0.25
C -12.43 -38.48 0.94
C -13.43 -39.29 -1.21
C -13.22 -37.96 -1.94
C -14.86 -38.35 0.52
C -15.83 -38.78 1.58
O -15.30 -38.64 2.88
C -16.25 -38.49 3.91
H -12.69 -42.32 1.19
H -11.53 -41.07 0.93
H -12.34 -41.79 -0.36
H -14.04 -40.46 1.91
H -14.62 -41.00 0.40
H -11.47 -38.90 0.57
H -12.64 -38.64 1.98
H -12.54 -37.41 0.74
H -14.29 -39.78 -1.66
H -12.58 -39.96 -1.41
H -13.98 -37.18 -1.61
H -13.23 -38.06 -2.95
H -12.31 -37.59 -1.54
H -15.39 -38.30 -0.42
H -14.54 -37.32 0.73
H -16.12 -39.80 1.37
H -16.72 -38.09 1.44
H -15.54 -38.39 4.77
H -16.88 -39.45 4.09
H -16.93 -37.61 3.84
C -14.88 -30.60 1.69
C -15.77 -31.12 2.79
N -16.67 -29.97 3.32
C -17.22 -30.33 4.62
C -15.84 -28.73 3.64
C -14.83 -28.73 4.76
C -17.79 -29.47 2.34
C -18.66 -30.61 1.76
O -19.31 -31.33 2.68
C -20.17 -32.30 2.06
H -15.46 -30.18 0.92
H -14.48 -31.49 1.23
H -14.10 -29.93 2.11
H -15.13 -31.36 3.70
H -16.51 -31.95 2.66
H -16.47 -30.73 5.25
H -18.01 -31.09 4.52
H -17.64 -29.50 5.16
H -16.64 -28.01 3.97
H -15.37 -28.44 2.70
H -14.26 -27.83 4.58
H -14.07 -29.55 4.76
H -15.29 -28.80 5.75
H -17.33 -28.82 1.58
H -18.32 -28.74 2.93
H -18.03 -31.17 1.06
H -19.43 -30.07 1.14
H -20.55 -32.96 2.88
H -19.66 -32.83 1.21
H -21.01 -31.70 1.68
C -3.34 -30.74 -3.35
C -3.53 -31.61 -2.14
N -4.79 -32.35 -2.03
C -6.03 -31.39 -1.86
C -4.95 -33.09 -3.29
C -5.91 -34.19 -3.15
C -4.69 -33.20 -0.72
C -4.02 -32.58 0.49
O -4.75 -31.52 1.00
C -5.42 -31.92 2.20
H -2.66 -29.98 -3.05
H -4.33 -30.24 -3.63
H -2.92 -31.24 -4.20
H -3.54 -31.04 -1.21
H -2.70 -32.36 -2.08
H -5.92 -30.66 -2.71
H -5.91 -30.93 -0.87
H -6.90 -31.96 -1.91
H -4.05 -33.53 -3.57
H -5.24 -32.29 -3.97
H -5.44 -35.00 -2.48
H -6.23 -34.69 -4.10
H -6.84 -34.03 -2.56
H -4.23 -34.22 -0.91
H -5.76 -33.43 -0.34
H -3.00 -32.31 0.23
H -3.99 -33.21 1.35
H -6.19 -31.25 2.56
H -4.64 -31.91 3.03
H -5.95 -32.91 2.12
C -9.37 -25.84 5.39
C -9.51 -26.89 4.27
N -8.58 -26.84 3.10
C -8.96 -27.88 2.17
C -8.79 -25.51 2.42
C -8.39 -25.47 0.92
C -7.16 -27.08 3.65
C -5.98 -26.95 2.73
O -5.82 -25.55 2.48
C -4.87 -25.21 1.52
H -9.55 -24.83 5.07
H -8.47 -25.84 6.03
H -10.18 -26.07 6.10
H -10.52 -26.90 3.83
H -9.44 -27.91 4.80
H -8.90 -28.87 2.60
H -8.34 -27.87 1.26
H -9.97 -27.70 1.89
H -8.17 -24.72 2.92
H -9.86 -25.29 2.48
H -7.45 -26.01 0.73
H -8.31 -24.38 0.61
H -9.09 -25.92 0.26
H -7.21 -28.09 4.09
H -7.13 -26.38 4.45
H -6.12 -27.45 1.80
H -5.13 -27.30 3.25
H -4.02 -25.91 1.57
H -4.53 -24.20 1.73
H -5.32 -25.31 0.50
N -15.87 -33.45 -1.68
S -16.55 -32.13 -2.11
O -15.64 -31.42 -2.92
O -17.29 -31.41 -1.06
F -17.62 -32.74 -3.15
S -16.34 -34.32 -0.40
O -16.64 -33.59 0.75
O -15.49 -35.52 -0.30
F -17.68 -34.87 -0.97
N -9.82 -33.98 -0.32
S -10.86 -35.01 0.36
O -10.53 -35.89 1.39
O -11.55 -35.61 -0.77
F -11.89 -33.95 1.00
S -8.79 -33.27 0.61
O -9.14 -33.07 2.00
O -8.35 -32.17 -0.17
F -7.43 -34.25 0.75
N -12.27 -27.35 -7.15
S -13.39 -26.74 -8.05
O -13.70 -25.43 -7.50
O -14.47 -27.63 -8.20
F -12.68 -26.57 -9.39
S -11.78 -28.79 -7.10
O -12.64 -29.82 -7.60
O -11.07 -28.94 -5.88
F -10.59 -28.80 -8.24
N -6.49 -28.06 -3.16
S -7.10 -27.49 -1.87
O -6.45 -28.19 -0.76
O -8.53 -27.36 -1.90
F -6.67 -25.90 -1.82
S -7.18 -28.27 -4.47
O -8.54 -28.03 -4.47
O -6.69 -29.39 -5.20
F -6.54 -27.01 -5.28
N -13.60 -26.05 0.36
S -13.29 -26.27 1.93
O -12.26 -25.41 2.27
O -13.16 -27.62 2.29
F -14.48 -25.69 2.72
S -14.93 -26.67 -0.29
O -15.46 -27.92 0.21
O -14.85 -26.38 -1.69
F -16.10 -25.65 0.23
```

Output
**Highest occupied orbital energy**: -0.480 Eh
**Net charge**: +2

ORCA calculation (the ωB97M-V functional and the def2-TZVPD basis) on a single C18H21N5O4S2 molecule.

Structure (XYZ):
```
50
C18H21N5O4S2 | the Open Molecules 2025 dataset | the ωB97M-V functional and the def2-TZVPD basis
C 2.70 -0.02 -8.76
C 2.81 -0.51 -7.33
O 1.68 -0.03 -6.62
C 1.53 -0.34 -5.31
C 0.38 0.18 -4.70
C 0.11 -0.05 -3.37
C 0.99 -0.81 -2.62
N 0.86 -1.13 -1.30
C 1.83 -1.84 -0.87
N 2.01 -2.33 0.39
C 1.20 -2.28 1.51
O 1.56 -2.87 2.50
C -0.07 -1.46 1.40
C 0.27 0.03 1.52
C -1.02 0.84 1.44
N -2.00 0.43 2.41
S -1.76 1.10 3.93
O -0.38 1.25 4.27
O -2.64 0.43 4.85
C -2.48 2.70 3.67
C -2.10 3.91 3.17
N -3.14 4.77 3.19
C -4.15 4.11 3.70
N -3.80 2.84 4.00
C -2.31 -0.98 2.39
C -1.05 -1.84 2.51
S 3.08 -2.23 -2.08
C 2.15 -1.33 -3.24
C 2.43 -1.10 -4.58
H 2.67 1.06 -8.78
H 1.79 -0.40 -9.21
H 3.56 -0.37 -9.34
H 3.73 -0.13 -6.86
H 2.83 -1.61 -7.30
H -0.29 0.77 -5.31
H -0.78 0.35 -2.91
H 2.86 -2.87 0.53
H -0.51 -1.64 0.42
H 0.94 0.33 0.72
H 0.75 0.22 2.48
H -1.47 0.73 0.44
H -0.82 1.90 1.61
H -1.13 4.22 2.80
H -5.12 4.52 3.85
H -4.34 2.11 4.44
H -2.83 -1.19 1.45
H -2.98 -1.17 3.23
H -0.58 -1.67 3.48
H -1.31 -2.90 2.44
H 3.33 -1.51 -5.01
```

Output
**Highest occupied orbital energy**: -0.301 Eh
**Energy relative to the best compared isomer or geometry (same formula, charge and spin)**: 33.0 kJ/mol
**Net charge**: 0
**SMILES**: CCOc1ccc2nc(NC(=O)C3CCN(S(=O)(=O)c4cnc[nH]4)CC3)sc2c1

ORCA calculation (the ωB97M-V functional and the def2-TZVPD basis) on a molecular structure, C21H35BO2P2Ti.

Structure (XYZ):
```
62
C21H35BO2P2Ti | the Open Molecules 2025 dataset | the ωB97M-V functional and the def2-TZVPD basis
P -1.42 -1.94 0.32
P -0.64 1.71 0.91
C -1.93 -0.43 -0.67
C -1.11 0.92 -0.69
H -2.86 -0.15 -0.12
H -2.29 -0.77 -1.65
H -0.13 0.75 -1.22
H -1.59 1.62 -1.37
C -2.20 2.22 1.64
H -2.07 2.67 2.61
H -2.94 1.42 1.69
H -2.61 3.01 0.99
C 0.30 3.23 0.82
H -0.38 4.06 0.56
H 1.09 3.19 0.07
H 0.75 3.45 1.81
C -2.73 -3.13 -0.16
H -2.66 -3.84 0.69
H -2.42 -3.61 -1.11
H -3.72 -2.67 -0.24
C 0.00 -3.00 -0.28
H 0.68 -2.41 -0.92
H -0.27 -3.88 -0.92
H 0.66 -3.33 0.55
Ti 1.02 -0.62 -1.04
C 1.21 1.02 -3.01
C -0.11 1.21 -3.28
C -1.00 0.21 -3.91
C -0.20 -1.10 -4.20
C 0.43 -1.60 -2.91
C 1.82 -1.40 -2.57
C 2.77 -0.83 -3.61
C 2.19 0.53 -4.05
C 2.03 -1.16 1.18
H 1.76 1.51 -2.18
H -0.62 2.13 -3.01
H -1.41 0.57 -4.89
H -1.88 0.05 -3.24
H -0.91 -1.85 -4.55
H 0.52 -0.95 -5.03
H -0.12 -2.48 -2.55
H 2.29 -2.09 -1.86
H 2.98 -1.47 -4.46
H 3.72 -0.68 -3.06
H 3.04 1.22 -3.99
H 1.83 0.56 -5.10
H 2.93 -0.72 1.67
H 2.38 -2.16 0.81
H 1.33 -1.48 2.00
O -0.70 -0.16 2.91
B 0.37 0.36 1.89
O 1.43 0.95 2.79
C 1.00 0.85 4.08
C 1.52 1.53 5.18
C 0.63 1.80 6.24
C -0.64 1.18 6.32
C -1.07 0.28 5.31
C -0.28 0.22 4.15
H 2.55 1.92 5.10
H 0.95 2.52 7.02
H -1.31 1.37 7.17
H -1.95 -0.37 5.39
```

Output
**Multiplicity**: 3
**Highest occupied orbital energy (alpha / beta)**: -0.175 / -0.229 Eh
**Energy relative to the best compared isomer or geometry (same formula, charge and spin)**: 43.9 kJ/mol
**Net charge**: 0
**<S²>**: 2.037